DFT (wB97M-V/def2-TZVPD) results for a single C22H32N2O molecule.

Geometry as XYZ:
```
57
Properties=species:S:1:pos:R:3:forces:R:3:nbo_charge:R:1
O 2.1763 1.2606 2.1693 0.00 0.02 0.31 -0.7367
N 2.9311 0.1068 -0.1073 -0.02 -0.12 -0.12 -0.4754
N -1.2422 0.4998 1.0791 -0.13 0.08 -0.05 -0.3594
C -3.3641 -4.3017 -0.9579 0.04 0.01 0.03 -0.6197
C -3.8606 1.4340 -1.3342 0.00 0.05 0.10 -0.4130
C -0.1581 0.8255 1.9586 0.66 0.25 0.06 -0.2180
C 5.4107 0.1543 -1.6086 0.05 0.11 0.28 -0.3964
C -1.1809 -2.0128 1.1264 0.14 -0.02 0.13 -0.2346
C -1.7647 -3.1292 0.5698 0.03 0.04 0.01 -0.2240
C -3.2227 -1.8009 -0.8083 0.10 -0.02 0.10 -0.2156
C -2.6678 3.5374 -0.6495 -0.14 0.01 0.19 -0.3860
C 4.6186 1.4203 -1.3152 -0.15 -0.14 -0.25 -0.4032
C 3.1429 1.0676 -1.1803 0.19 0.34 0.02 -0.2160
C 1.5183 -0.0009 0.2238 -0.08 0.20 0.19 -0.2592
C -2.0042 1.4010 0.3696 -0.28 0.05 -0.21 0.1850
C 3.4084 -2.1872 0.7188 -0.10 0.10 -0.30 -0.6192
C 1.1570 1.1250 1.2126 -0.26 -0.11 -0.20 0.1030
C -2.6513 -0.6515 -0.2633 0.39 0.01 0.31 -0.0080
C -1.6193 -0.7647 0.7015 -0.43 -0.30 -0.32 0.1236
C -4.0300 2.8816 -0.8710 0.09 -0.01 -0.26 -0.3863
C 5.1187 -0.8692 -0.5191 -0.17 -0.06 -0.40 -0.3971
C 3.6162 -1.1554 -0.3916 0.34 -0.24 0.27 -0.0385
C -2.7777 -3.0392 -0.3962 -0.10 -0.05 -0.10 -0.0433
C -2.8779 0.7421 -0.4479 0.12 0.24 0.00 -0.1155
C -1.9316 2.8815 0.5219 0.06 0.06 -0.03 -0.4315
H -2.4052 3.1755 1.4659 0.07 0.05 0.02 0.2115
H 5.1113 -0.2477 -2.5796 0.03 -0.02 -0.07 0.1948
H 2.9891 0.9732 1.7162 -0.07 0.00 -0.07 0.4920
H 4.7467 2.1534 -2.1132 0.01 0.06 0.02 0.2100
H 6.4800 0.3690 -1.6475 0.02 -0.02 -0.08 0.2097
H -0.4192 1.6963 2.5662 -0.02 -0.12 0.01 0.2140
H -4.0088 -1.7157 -1.5449 -0.10 -0.03 -0.10 0.2043
H -3.5027 1.4162 -2.3698 -0.10 0.00 -0.04 0.2026
H 0.0208 -0.0139 2.6342 -0.02 0.07 -0.01 0.2160
H -0.8962 3.2280 0.5549 0.00 0.02 0.06 0.2137
H 1.0478 2.0742 0.6608 -0.07 -0.13 0.03 0.1446
H 2.7714 0.6688 -2.1421 -0.04 0.03 0.07 0.1667
H 1.3364 -0.9501 0.7196 -0.01 -0.02 -0.02 0.2159
H 2.4381 -2.6727 0.6519 -0.08 -0.05 0.09 0.2114
H -2.5913 -4.9006 -1.4395 -0.01 -0.09 -0.06 0.2127
H 4.9682 1.8639 -0.3812 0.00 0.08 0.03 0.2013
H -1.4383 -4.1100 0.8860 0.05 -0.09 0.05 0.2054
H -3.8039 -4.9040 -0.1634 -0.06 -0.09 -0.01 0.2136
H -4.1358 -4.0788 -1.6905 -0.06 -0.04 -0.06 0.2108
H 4.1667 -2.9619 0.6359 0.05 -0.08 -0.01 0.2168
H -0.4132 -2.1189 1.8797 0.08 -0.02 0.06 0.2091
H 2.5720 1.9693 -0.9499 -0.05 -0.03 -0.06 0.2029
H 5.6407 -1.8026 -0.7364 0.00 -0.05 0.07 0.2082
H -2.0695 3.4286 -1.5568 0.05 0.05 -0.05 0.1975
H -2.7915 4.6042 -0.4530 0.06 0.00 -0.04 0.2084
H -4.5901 2.8978 0.0664 -0.08 0.03 0.04 0.1969
H 3.5051 -1.7135 1.6930 0.01 0.04 0.14 0.2141
H 3.2565 -1.5808 -1.3483 0.03 0.06 0.06 0.1658
H 0.8707 0.0504 -0.6638 0.02 -0.08 0.04 0.1947
H -4.8209 0.9132 -1.3126 -0.02 0.00 -0.06 0.2121
H -4.5980 3.4456 -1.6135 -0.05 0.01 0.05 0.2069
H 5.4801 -0.4909 0.4393 0.02 -0.04 0.11 0.2007
```
Forces are in eV/Å.

Calculated values
- structure (SMILES) = Cc1ccc2c(c1)c1c(n2C[C@@H](O)CN2CCCC[C@H]2C)CCCC1
- lowest unoccupied orbital energy (eV) = 0.9
- ΔE to the lowest compared entry with this formula, charge and spin (eV) = 0.000
- charge = 0
- Kohn-Sham gap (eV) = 8.346